Below is H2N2O2S as an isolated structure in a non-equilibrium geometry, with properties calculated with wB97M-V/def2-TZVPD.

Results
Kohn-Sham gap (spin up / spin down)   8.457 / 8.458 eV
HOMO (spin up / spin down)   -9.303 / -9.303 eV
LUMO energy (spin up / spin down)   -0.8 / -0.8 eV
Energy   -17937.1752 eV

Positions of all 7 atoms, in Å:
N 1.35579 0.42126 0.20937
O -0.67453 -1.20963 -0.71028
S -2.57315 0.26160 0.02671
O 0.12298 0.96228 0.11541
H 1.46894 -0.25494 -0.45110
N -1.14273 -0.20675 -0.28049
H 1.44270 0.02618 1.09038